(i)
Molecular formula: C9H12N2O2S
Method: DFT, the ωB97M-V functional and the def2-TZVPD basis

Calculated values
E_HOMO ... -8.62 eV
SMILES ... CCOC(=O)[C@@H](C)Sc1cnccn1
Kohn-Sham gap ... 9.1592 eV

XYZ file:
```
26
Properties=species:S:1:pos:R:3:mulliken_charge:R:1
C -4.036 0.146 1.658 -1.1030
C -3.798 -0.286 0.219 -0.2377
O -2.411 -0.543 -0.028 -0.3182
C -1.640 0.512 -0.293 0.2417
O -2.023 1.647 -0.348 -0.5842
C -0.217 0.061 -0.558 0.5403
C -0.082 -0.446 -1.988 -1.3631
S 0.871 1.505 -0.267 -0.2411
C 2.386 0.681 0.033 0.6298
C 3.542 1.427 0.312 -0.3850
N 4.691 0.837 0.549 -0.5734
C 4.724 -0.493 0.516 -0.2150
C 3.585 -1.230 0.240 -0.2540
N 2.420 -0.645 -0.003 -0.3207
H -5.101 0.267 1.829 0.3722
H -3.647 -0.602 2.345 0.2965
H -3.539 1.094 1.847 0.3158
H -4.142 0.490 -0.472 0.3193
H -4.301 -1.231 0.001 0.3098
H 0.080 -0.715 0.149 0.3530
H -0.753 -1.288 -2.143 0.3362
H 0.940 -0.773 -2.163 0.4025
H -0.331 0.344 -2.695 0.3399
H 3.518 2.506 0.340 0.3785
H 5.680 -0.955 0.714 0.3666
H 3.585 -2.311 0.205 0.3934
```


(ii)
Molecular formula: C9H12N2O2S
Method: DFT, the ωB97M-V functional and the def2-TZVPD basis

Calculated values
E_HOMO (alpha / beta) ... -8.07 / -8.37 eV
Kohn-Sham gap (alpha / beta) ... 7.0785 / 8.2805 eV

XYZ file:
```
26
Properties=species:S:1:pos:R:3:mulliken_charge:R:1
C 0.336 -3.513 0.784 -0.3436
C 1.071 -2.417 0.599 -0.6455
C -1.046 -3.457 0.655 -0.5849
C 0.529 -1.123 0.294 1.1294
C -0.849 -1.241 0.009 0.1265
C -0.942 1.704 -0.369 0.8127
C -2.355 1.793 -0.099 -1.2995
C -0.301 2.289 -1.507 -1.3559
C 2.597 0.363 0.291 -0.8873
N -1.498 -2.271 0.244 -0.4703
N 1.180 0.066 0.474 -0.0266
O 0.986 2.493 1.374 -0.7164
O -0.586 0.786 2.166 -0.6761
S 0.097 1.380 1.010 1.1264
H 0.929 -4.434 0.962 0.3094
H 2.076 -2.605 0.897 0.1857
H -1.784 -4.237 0.462 0.3721
H -2.774 2.727 0.152 0.3960
H -2.637 1.039 0.782 0.2869
H -3.028 1.456 -0.817 0.4215
H -0.557 3.352 -1.747 0.3658
H -0.411 1.783 -2.481 0.2767
H 0.779 2.590 -1.339 0.2912
H 2.704 0.495 -0.728 0.3698
H 2.958 1.281 0.847 0.2674
H 3.169 -0.568 0.731 0.2686
```


(iii)
Molecular formula: C9H12N2O2S
Method: DFT, the ωB97M-V functional and the def2-TZVPD basis

Calculated values
E_HOMO ... -8.21 eV
SMILES ... O=[N+]([O-])c1ccccc1.C=CCSN
Kohn-Sham gap ... 7.6643 eV

XYZ file:
```
26
Properties=species:S:1:pos:R:3:mulliken_charge:R:1
O -1.458 -2.853 1.728 -0.6168
N -1.238 -2.315 0.667 1.0387
O -0.931 -2.931 -0.348 -0.5837
C -1.613 -0.908 0.544 -0.0906
C -2.016 -0.204 1.628 -0.2956
C -2.391 1.129 1.477 -0.5439
C -2.450 1.646 0.180 -0.2150
C -2.116 0.887 -0.933 -0.6250
C -1.678 -0.397 -0.729 0.0741
H -1.741 -0.559 2.584 0.4172
H -2.547 1.769 2.351 0.3667
H -2.777 2.734 0.042 0.2749
H -2.405 1.395 -1.905 0.3119
H -1.657 -0.991 -1.620 0.4867
C 2.469 -1.744 0.005 -0.6710
C 1.548 -1.192 -0.790 -0.1797
C 1.687 0.242 -1.359 -0.8415
S 1.836 1.220 0.240 -0.0110
N 3.141 2.338 -0.147 -0.5714
H 2.401 -2.832 0.392 0.2530
H 3.515 -1.361 0.154 0.2525
H 0.634 -1.657 -0.934 0.4833
H 0.835 0.545 -1.843 0.3083
H 2.688 0.335 -1.829 0.4639
H 2.622 3.147 -0.356 0.2512
H 3.643 2.555 0.801 0.2629
```


Preferred: (i); penalty for the next structure: 125.4 kcal/mol.


(i)
Molecular formula: C4H13N3S
Method: DFT, the ωB97M-V functional and the def2-TZVPD basis

Calculated values
E_HOMO ... -8.74 eV
SMILES ... [H]/N=C/NC.NCCS
Kohn-Sham gap ... 9.3923 eV

XYZ file:
```
21
Properties=species:S:1:pos:R:3:mulliken_charge:R:1
H -2.227 0.813 2.520 0.2321
N -2.096 0.935 1.496 -0.7000
C -0.922 1.525 1.409 0.0488
N -0.417 1.998 0.229 -0.1679
C 0.954 2.474 0.011 -0.8561
H -0.216 1.656 2.246 0.3495
H -1.035 1.910 -0.566 0.2869
H 1.035 3.604 0.147 0.2690
H 1.584 2.011 0.805 0.2284
H 1.323 2.156 -0.977 0.3176
N -1.164 -2.466 -1.591 -0.6418
C -0.346 -1.284 -1.074 -0.1981
C 0.820 -1.877 -0.298 -0.7064
S 2.028 -0.537 0.413 -0.1947
H -1.355 -3.071 -0.790 0.2376
H -2.058 -2.176 -2.000 0.2392
H -0.957 -0.545 -0.494 0.1945
H 0.055 -0.787 -1.958 0.2344
H 0.441 -2.469 0.528 0.3389
H 1.500 -2.508 -0.890 0.3810
H 3.055 -1.362 0.833 0.1074
```


(ii)
Molecular formula: C4H13N3S
Method: DFT, the ωB97M-V functional and the def2-TZVPD basis

Calculated values
E_HOMO ... -8.76 eV
SMILES ... NCNC[C@H](N)CS
Kohn-Sham gap ... 9.6671 eV

XYZ file:
```
21
Properties=species:S:1:pos:R:3:mulliken_charge:R:1
N 2.674 2.472 1.163 -0.5972
C 1.247 2.055 1.169 -0.2437
N 0.952 1.663 -0.215 -0.3493
C -0.495 1.296 -0.266 -0.8023
C -0.937 -0.149 -0.837 0.4806
N -2.395 -0.167 -0.853 -0.5800
C -0.167 -1.192 0.010 -1.0043
S -0.521 -2.999 -0.097 -0.1974
H 3.157 2.722 2.136 0.2222
H 3.134 1.910 0.519 0.1946
H 1.147 1.169 1.843 0.2404
H 0.657 2.933 1.609 0.2733
H 1.208 2.408 -0.925 0.2899
H -0.929 1.620 0.702 0.3412
H -0.909 2.030 -1.087 0.2509
H -0.465 -0.211 -1.811 0.2237
H -2.714 -1.028 -0.406 0.2234
H -2.966 -0.009 -1.718 0.2199
H 0.835 -1.085 -0.259 0.3948
H -0.455 -0.950 1.070 0.2974
H 0.131 -3.361 -1.233 0.1218
```


Preferred: (i); penalty for the next structure: 17.7 kcal/mol.


(i)
Molecular formula: C54H60AsFeN4
Method: DFT, the ωB97M-V functional and the def2-TZVPD basis

Calculated values
E_HOMO (alpha / beta) ... -2.99 / -4.20 eV
Spin multiplicity ... 5
Net charge ... -1
<S²> ... 6.200
Kohn-Sham gap (alpha / beta) ... 5.4254 / 6.6354 eV

XYZ file:
```
120
Properties=species:S:1:pos:R:3:lowdin_spin:R:1
Fe 0.584 0.120 0.249 3.0303
C 0.439 -2.160 5.839 0.0594
C 0.103 -0.814 5.952 -0.0016
C 0.149 0.026 4.858 0.0504
C 0.532 -0.450 3.581 0.0241
C 0.888 -1.810 3.493 0.0438
C 0.837 -2.640 4.598 -0.0014
N 0.564 0.363 2.466 0.2685
N 0.378 1.652 2.748 0.3326
C 0.321 2.489 1.680 -0.0043
C 0.122 3.863 1.905 0.0681
C 0.071 4.743 0.841 0.0059
C 0.229 4.290 -0.464 0.0837
C 0.425 2.926 -0.699 -0.0191
C 0.472 2.035 0.347 -0.1228
H 0.397 -2.817 6.699 0.0043
H -0.200 -0.416 6.914 -0.0016
H -0.106 1.072 4.940 0.0054
H 1.234 -2.214 2.553 0.0024
H 1.122 -3.681 4.494 -0.0018
H -0.010 4.202 2.926 0.0009
H -0.103 5.798 1.026 -0.0024
H 0.191 4.983 -1.295 0.0057
H 0.561 2.572 -1.718 -0.0052
C 0.077 -0.042 -4.542 0.0000
C 1.406 0.154 -3.854 0.0028
C 2.568 0.305 -4.610 0.0075
C 3.784 0.464 -3.962 -0.0006
C 5.056 0.604 -4.761 -0.0004
C 3.862 0.482 -2.575 0.0054
C 2.713 0.342 -1.758 0.0048
C 1.504 0.176 -2.481 0.0271
N 2.585 0.298 -0.403 0.0229
C 3.715 0.403 0.553 0.0039
C 3.580 -0.784 1.529 0.0055
C 4.610 -0.730 2.654 0.0006
C 4.453 0.581 3.430 0.0001
C 4.677 1.760 2.478 0.0003
C 6.079 1.680 1.874 0.0000
C 6.196 0.371 1.093 0.0000
C 6.008 -0.809 2.044 0.0003
C 5.143 0.343 -0.026 -0.0003
C 3.633 1.712 1.362 0.0007
H 0.216 -0.142 -5.619 0.0000
H -0.585 0.805 -4.352 0.0000
H -0.416 -0.941 -4.167 0.0000
H 2.514 0.294 -5.693 0.0007
H 4.846 0.633 -5.830 0.0000
H 5.726 -0.238 -4.570 -0.0001
H 5.587 1.518 -4.490 -0.0001
H 4.847 0.601 -2.162 0.0004
H 0.642 0.080 -1.824 0.0109
H 3.683 -1.719 0.964 0.0001
H 2.580 -0.736 1.945 0.0029
H 4.452 -1.577 3.331 0.0002
H 5.176 0.618 4.253 0.0000
H 3.448 0.639 3.857 0.0003
H 4.564 2.701 3.028 0.0001
H 6.840 1.718 2.662 0.0000
H 6.245 2.531 1.206 0.0000
H 7.189 0.312 0.632 0.0000
H 6.772 -0.781 2.829 0.0000
H 6.126 -1.752 1.498 0.0000
H 5.274 -0.565 -0.622 0.0000
H 5.320 1.216 -0.656 0.0000
H 3.748 2.562 0.681 0.0002
H 2.651 1.775 1.802 0.0009
C -8.076 0.488 -1.256 0.0000
C -6.575 0.364 -1.262 -0.0002
C -5.918 -0.541 -0.446 0.0005
C -4.531 -0.673 -0.454 0.0011
C -3.937 -1.716 0.461 0.0003
C -3.765 0.134 -1.309 0.0116
As -1.762 0.070 -1.402 0.0179
N -1.392 0.246 0.384 0.0117
C -2.192 1.146 1.089 0.0088
C -2.522 0.865 2.422 0.0018
C -3.329 1.713 3.157 0.0023
C -3.862 2.861 2.586 -0.0016
C -3.556 3.155 1.265 0.0025
C -2.734 2.318 0.535 0.0003
C -1.637 -1.918 -1.625 -0.0007
C -2.432 -2.529 -2.604 -0.0004
C -3.219 -1.754 -3.636 0.0000
C -2.518 -3.918 -2.670 0.0006
C -1.807 -4.733 -1.806 0.0001
C -1.954 -6.230 -1.838 0.0000
C -0.938 -4.121 -0.915 0.0011
C -0.825 -2.740 -0.823 0.0006
C 0.176 -2.214 0.174 0.0086
C -4.423 1.064 -2.129 0.0009
C -3.690 1.966 -3.097 0.0005
C -5.808 1.162 -2.098 0.0005
H -8.513 -0.106 -0.454 0.0000
H -8.493 0.145 -2.206 0.0000
H -8.374 1.529 -1.119 0.0000
H -6.496 -1.168 0.226 0.0001
H -4.610 -1.904 1.300 0.0000
H -2.975 -1.400 0.857 0.0003
H -3.792 -2.659 -0.071 0.0000
H -2.128 -0.037 2.873 0.0005
H -3.550 1.475 4.192 0.0002
H -4.504 3.517 3.160 -0.0002
H -3.950 4.050 0.797 0.0002
H -2.453 2.592 -0.475 0.0002
H -2.833 -0.744 -3.764 0.0001
H -4.270 -1.682 -3.351 0.0000
H -3.166 -2.266 -4.598 0.0000
H -3.162 -4.365 -3.421 0.0000
H -2.533 -6.548 -2.704 0.0000
H -2.467 -6.582 -0.940 0.0000
H -0.979 -6.719 -1.876 0.0000
H -0.328 -4.743 -0.266 0.0001
H 0.841 -3.021 0.474 0.0006
H -0.333 -1.853 1.066 0.0013
H 0.823 -1.435 -0.278 0.0051
H -2.663 2.145 -2.786 0.0002
H -4.202 2.925 -3.180 0.0000
H -3.662 1.513 -4.092 0.0000
H -6.300 1.885 -2.743 0.0001
```


(ii)
Molecular formula: C54H60AsFeN4
Method: DFT, the ωB97M-V functional and the def2-TZVPD basis

Calculated values
E_HOMO (alpha / beta) ... -2.70 / -4.28 eV
Spin multiplicity ... 5
Net charge ... -1
<S²> ... 6.499
Kohn-Sham gap (alpha / beta) ... 5.1048 / 6.5717 eV

XYZ file:
```
120
Properties=species:S:1:pos:R:3:lowdin_spin:R:1
Fe -0.244 0.529 -1.118 3.3634
C -2.272 -5.095 -1.858 -0.0321
C -3.154 -4.139 -1.362 0.0033
C -2.852 -2.781 -1.427 -0.0289
C -1.653 -2.346 -2.011 -0.0057
C -0.761 -3.315 -2.492 -0.0276
C -1.069 -4.668 -2.417 0.0030
N -1.355 -0.993 -2.255 -0.1865
N -2.013 -0.093 -1.501 -0.2210
C -2.326 1.153 -2.144 -0.0027
C -3.197 1.323 -3.214 -0.0103
C -3.423 2.627 -3.651 0.0027
C -2.746 3.695 -3.055 -0.0051
C -1.799 3.459 -2.053 0.0143
C -1.561 2.171 -1.557 0.0354
H -2.516 -6.150 -1.816 -0.0023
H -4.096 -4.453 -0.923 0.0009
H -3.534 -2.031 -1.044 -0.0019
H 0.172 -2.976 -2.937 -0.0014
H -0.366 -5.398 -2.806 0.0011
H -3.691 0.474 -3.679 0.0007
H -4.121 2.811 -4.460 0.0001
H -2.936 4.708 -3.400 -0.0001
H -1.236 4.311 -1.667 0.0014
C 3.191 -0.214 2.710 0.0022
C 3.581 0.119 1.308 0.0148
C 4.852 0.089 0.909 0.0050
C 5.211 0.296 -0.492 0.0088
C 6.655 0.155 -0.891 0.0017
C 4.293 0.563 -1.429 0.0009
C 2.870 0.660 -1.092 0.0162
C 2.505 0.476 0.357 0.0377
N 1.870 0.886 -1.863 0.0276
C 1.895 1.356 -3.279 0.0026
C 1.351 2.794 -3.243 0.0011
C 1.119 3.344 -4.651 0.0002
C 0.123 2.443 -5.400 0.0000
C 0.704 1.021 -5.498 0.0005
C 2.045 1.049 -6.242 0.0003
C 3.021 1.948 -5.472 0.0001
C 2.454 3.373 -5.406 0.0000
C 3.233 1.394 -4.048 0.0001
C 0.921 0.477 -4.085 0.0051
H 4.052 -0.142 3.378 0.0007
H 2.807 -1.239 2.756 0.0003
H 2.397 0.444 3.079 0.0015
H 5.635 -0.144 1.627 0.0003
H 7.239 -0.321 -0.103 0.0000
H 7.098 1.133 -1.091 0.0006
H 6.752 -0.440 -1.801 0.0003
H 4.627 0.632 -2.450 -0.0002
H 1.729 -0.292 0.409 0.0034
H 2.070 3.426 -2.702 0.0001
H 0.426 2.797 -2.679 0.0006
H 0.712 4.355 -4.573 0.0000
H -0.058 2.844 -6.406 0.0000
H -0.838 2.422 -4.869 0.0000
H 0.004 0.370 -6.025 0.0000
H 1.910 1.431 -7.263 0.0000
H 2.451 0.031 -6.321 0.0000
H 3.986 1.963 -5.983 0.0000
H 2.310 3.760 -6.423 0.0000
H 3.163 4.041 -4.895 0.0000
H 3.951 2.033 -3.526 0.0000
H 3.652 0.383 -4.125 0.0000
H 1.309 -0.551 -4.114 0.0000
H -0.039 0.433 -3.585 0.0028
C -1.937 1.080 7.898 0.0000
C -1.938 0.728 6.427 0.0001
C -1.014 -0.167 5.898 0.0000
C -0.982 -0.479 4.538 0.0003
C 0.104 -1.420 4.055 0.0004
C -1.909 0.125 3.665 0.0028
As -1.904 -0.121 1.684 0.0156
N -0.214 0.399 1.160 0.1680
C 0.552 1.377 1.718 0.1464
C 1.700 1.788 0.833 0.0542
C 2.592 2.871 1.355 0.1865
C 2.408 3.422 2.583 0.0351
C 1.320 3.009 3.403 0.2474
C 0.428 2.014 2.966 0.0445
C -1.911 -2.106 1.796 0.0030
C -3.078 -2.577 2.429 -0.0001
C -4.177 -1.650 2.939 0.0005
C -3.275 -3.946 2.601 0.0002
C -2.358 -4.880 2.157 0.0000
C -2.595 -6.361 2.325 -0.0001
C -1.228 -4.409 1.501 0.0001
C -0.991 -3.054 1.290 0.0004
C 0.270 -2.725 0.516 0.0049
C -2.846 1.031 4.189 0.0003
C -3.893 1.739 3.341 0.0008
C -2.848 1.310 5.557 0.0002
H -1.078 0.640 8.408 0.0000
H -2.843 0.718 8.393 0.0000
H -1.897 2.162 8.042 0.0000
H -0.276 -0.623 6.558 0.0001
H 0.909 -1.476 4.792 0.0000
H 0.529 -1.070 3.109 0.0007
H -0.282 -2.429 3.890 0.0000
H 1.263 2.108 -0.118 0.0243
H 3.417 3.190 0.715 0.0103
H 3.078 4.202 2.934 -0.0036
H 1.176 3.467 4.378 0.0179
H -0.393 1.742 3.604 -0.0028
H -4.415 -0.864 2.216 0.0003
H -3.889 -1.154 3.868 0.0000
H -5.091 -2.221 3.130 0.0000
H -4.189 -4.283 3.089 0.0000
H -3.464 -6.557 2.960 0.0000
H -1.726 -6.852 2.775 0.0000
H -2.771 -6.834 1.351 -0.0001
H -0.505 -5.126 1.111 -0.0001
H 0.590 -3.599 -0.057 0.0001
H 1.089 -2.433 1.183 0.0006
H 0.111 -1.918 -0.175 0.0035
H -3.696 1.675 2.281 0.0006
H -3.945 2.795 3.612 0.0000
H -4.883 1.306 3.520 0.0000
H -3.582 2.018 5.946 0.0000
```


Preferred: (i); penalty for the next structure: 36.4 kcal/mol.